The following is a quantum chemistry calculation of a 7-piece molecular cluster, C21H29F6O18 overall, from the Open Molecules 2025 dataset.

Structure (XYZ):
```
74
Properties=species:S:1:pos:R:3:lowdin_charge:R:1
F -4.957 -1.228 0.716 0.06
F -3.566 -0.971 3.004 0.00
F 0.530 3.730 -2.090 0.08
F -1.030 0.257 -0.038 -0.56
F 0.171 0.152 -3.780 0.10
F -2.959 3.480 1.929 0.13
O -4.473 -2.713 -0.883 0.16
O 4.013 1.127 3.128 -0.19
O -4.610 -1.205 -2.494 0.07
O 4.043 1.471 -2.964 0.13
O -1.342 -0.169 6.177 0.04
O 3.844 -2.870 -0.028 -0.20
O -4.851 -3.372 -2.958 0.22
O -1.452 -2.785 -3.258 0.07
O -0.908 -1.166 4.098 0.13
O 2.956 -1.420 1.735 -0.16
O -2.714 -2.832 -5.186 0.12
O 3.023 1.893 -1.047 0.08
O -2.582 4.343 -1.343 0.05
O -2.319 0.391 4.158 0.12
O -1.682 -0.969 -4.388 0.21
O -3.385 2.666 -0.131 0.17
O 1.926 2.057 -2.835 0.18
O -4.054 2.993 -2.260 0.16
C -4.071 -1.467 -0.288 -0.26
C 1.741 2.146 -0.597 -0.08
C -0.910 -0.513 -3.354 -0.31
C -1.968 4.468 0.009 0.00
C -1.478 -0.363 4.894 -0.51
C -4.680 -2.566 -2.156 -0.60
C -3.330 3.176 -1.324 -0.56
C -2.469 -0.087 2.880 -0.24
C -2.014 -2.180 -4.386 -0.52
C -4.351 -0.455 -1.372 -0.12
C 4.716 -3.040 -1.229 -0.10
C 2.557 -0.944 3.007 -0.11
C 2.559 -2.203 -0.314 -0.12
C -1.257 -0.967 2.744 -0.04
C 3.772 -0.149 3.776 -0.11
C 3.038 1.791 -2.354 -0.67
C -2.477 3.202 0.755 -0.38
C 4.643 1.120 1.838 -0.09
C 1.973 -1.633 1.020 -0.34
C -0.512 -1.912 -2.747 -0.09
C 0.944 2.450 -1.863 -0.23
H 4.174 0.685 1.007 0.05
H 2.678 -1.285 -1.018 0.15
H -3.367 0.182 -1.556 0.15
H 1.090 -2.184 1.514 0.15
H -2.971 0.721 2.291 0.18
H -2.913 -1.511 -0.062 0.19
H -0.405 -1.799 -1.710 0.09
H -4.981 0.284 -1.154 0.09
H 1.900 -0.094 2.771 0.12
H 5.663 -3.440 -0.916 0.04
H 4.749 2.183 1.349 0.13
H -1.277 -0.047 -2.553 0.09
H 1.727 2.925 0.137 0.13
H 5.108 -1.993 -1.802 0.14
H 5.559 0.783 1.914 0.03
H -2.453 5.255 0.382 0.08
H 2.298 -1.866 3.754 0.19
H -1.590 2.669 0.924 0.13
H -1.426 -1.785 2.328 0.06
H 0.065 1.764 -1.795 0.15
H 3.377 0.117 4.664 0.08
H 1.821 -2.768 -0.653 0.05
H 0.627 -1.947 -3.052 0.17
H 4.147 -3.840 -1.968 0.13
H -0.854 4.620 0.030 0.14
H -0.500 -0.393 2.226 0.11
H 4.702 -0.693 3.683 0.12
H 1.618 -0.603 1.012 0.09
H 1.414 1.313 0.051 0.12
```

Results
ΔE to the lowest compared entry with this formula, charge and spin = 133.0 kJ/mol
E_LUMO = 2.215 eV
multiplicity = 1
highest occupied orbital energy = -0.273 hartree
DFT total energy = -2770.89482 a.u.
Kohn-Sham gap = 9.64 eV
charge = -1